(1)
Below is the molecule C11H9F3N4O2 at a distorted geometry, with properties calculated with ωB97M-V with the def2-TZVPD basis set.

Last column: Löwdin charge in e.
Geometry (Å):
O (2.159508, -3.535455, 3.287127)  0.030
F (2.458054, -0.427910, -1.984938)  0.111
F (2.948128, 1.117573, -3.633065)  0.152
F (3.791439, 1.362053, -1.633061)  0.147
N (-0.691547, 2.850037, -0.947558)  0.145
N (-2.133376, 1.677271, 2.785092)  0.106
O (0.955161, 1.217453, -0.535386)  0.031
C (1.954892, -2.676683, 2.437619)  -0.556
C (-1.684627, 3.487600, -0.373864)  -0.132
C (-1.761196, 2.183432, 1.606892)  -0.294
C (-1.230529, 0.585569, 2.958690)  -0.097
C (-0.177351, 1.779368, -0.200808)  -0.275
C (-0.680371, 1.361723, 1.016128)  -0.015
C (-0.428712, 0.241145, 1.968637)  -0.155
C (0.983774, -1.697108, 2.769118)  -0.014
C (0.504158, -0.861865, 1.832691)  -0.012
N (2.740962, -2.750382, 1.309503)  0.152
N (-2.124883, 3.280852, 0.904015)  0.140
C (2.717547, 0.895111, -2.310667)  -0.576
C (1.519552, 1.527242, -1.861160)  -0.061
H (-2.136905, 4.192627, -1.059232)  0.131
H (-1.357035, -0.081516, 3.775354)  0.108
H (0.578663, -1.515014, 3.746552)  0.119
H (0.946411, -1.031782, 0.857031)  0.102
H (3.727298, -3.195964, 1.369243)  0.167
H (2.714104, -1.974707, 0.776922)  0.014
H (-3.113007, 3.563018, 1.090965)  0.186
H (1.503148, 2.664338, -2.130022)  0.178
H (0.662872, 1.108107, -2.475686)  0.167

Forces on atoms 1 to 6 (eV/Å):
O 0.0 -0.4 0.5
F 1.8 0.5 -1.1
F -0.4 -0.9 1.4
F -0.1 -0.9 -0.5
N 0.0 -1.3 1.6
N 1.2 0.4 -0.9

Its HOMO-LUMO gap is 8.1895 eV. For the HOMO energy, the calculation gives -8.377 eV. The value obtained for the LUMO energy is -0.187 eV. The energy is -29758.7070 eV. Its spin multiplicity is 1. As for the SMILES: NC(=O)/C=C/c1cnc2[nH]cnc(OCC(F)(F)F)c1-2.

***

(2)
Below is a cluster of 2 separate species, C11H9FO4 in total at a distorted geometry, with properties calculated with ωB97M-V with the def2-TZVPD basis set.

Last column: Löwdin charge in e.
Geometry (Å):
O (-0.175516, 0.983191, 3.579041)  0.049
C (0.269757, 1.012209, 2.404589)  -0.274
C (0.157482, 2.312209, 1.451842)  0.018
C (-0.093939, 2.127349, 0.054740)  0.019
C (-0.275387, 0.632759, -0.534465)  -0.261
O (-1.110833, 0.353598, -1.422296)  0.055
C (0.679579, -0.467416, 0.160754)  0.015
C (1.334722, -1.647907, -0.593442)  -0.086
F (1.074572, -1.820212, -1.977133)  0.009
C (2.276351, -2.600423, 0.228844)  0.078
C (2.544076, -2.390643, 1.732735)  -0.202
O (3.424049, -3.215187, 2.515209)  -0.031
C (1.876729, -1.195936, 2.513703)  0.067
C (0.961080, -0.264766, 1.697509)  -0.035
H (0.311421, 3.358613, 1.907731)  0.126
H (-0.151942, 3.017342, -0.665142)  0.123
H (2.797698, -3.459521, -0.313733)  0.117
H (4.039137, -2.565246, 2.943044)  0.118
H (2.061152, -0.993404, 3.626023)  0.123
C (-3.845701, 0.845481, -3.361609)  -0.172
O (-3.675486, 2.201466, -2.979826)  -0.133
H (-4.831349, 0.726451, -3.812697)  0.077
H (-3.079217, 0.569712, -4.090208)  0.076
H (-3.771343, 0.204010, -2.480329)  0.069
H (-2.797093, 2.276271, -2.584884)  0.056

Forces on atoms 1 to 6 (eV/Å):
O 1.9 0.2 -4.2
C -0.8 -0.1 1.2
C -0.2 -1.1 -2.5
C 0.7 -0.5 2.8
C -0.8 -0.5 -0.6
O 2.9 1.1 2.8

Its HOMO-LUMO gap is 8.0271 eV. For the HOMO energy, the calculation gives -9.543 eV. The value obtained for the LUMO energy is -1.516 eV. The energy is -22453.5465 eV. Its spin multiplicity is 1. As for the SMILES: O=C1C=CC(=O)c2c(F)cc(O)cc21.CO.